Version a
Density functional theory data (ωB97M-V with the def2-TZVPD basis set) for a 2-piece molecular cluster, C4H12 overall.

Properties
- LUMO energy (hartree) = 0.0434
- frontier orbital gap (eV) = 12.68

```
! wB97M-V def2-TZVPD RIJCOSX def2/J DEFGRID3
* xyz 0 1
H -1.679 -1.213 -0.267
C 1.177 1.132 1.353
H 1.226 1.377 0.292
H 0.230 0.281 -2.025
H -0.112 -1.434 -2.060
H 1.823 -1.030 1.409
C -1.548 -0.287 -0.831
H -2.571 -0.120 -1.174
H 0.455 -0.601 2.435
H -1.212 0.507 -0.182
C 0.944 -0.392 1.485
H 2.137 1.371 1.792
C -0.581 -0.455 -2.016
H -1.056 -0.274 -2.981
H 0.429 1.697 1.904
H 0.288 -0.652 0.653
*
```

=====

Version b
Density functional theory data (ωB97M-V with the def2-TZVPD basis set) for a 2-piece molecular cluster, C4H12 overall.

Properties
- LUMO energy (hartree) = 0.0427
- frontier orbital gap (eV) = 12.83

```
! wB97M-V def2-TZVPD RIJCOSX def2/J DEFGRID3
* xyz 0 1
H -2.522 -1.498 1.134
H -2.764 0.131 1.580
C 1.602 -0.187 -1.188
C 1.133 1.197 -1.709
H 1.595 -0.162 -0.108
C -2.058 -0.510 1.063
H 1.139 1.892 -0.874
H 0.861 -0.920 -1.507
H 0.219 1.117 -2.301
H -1.816 -0.294 0.030
H 1.800 1.592 -2.480
H -0.787 0.150 2.716
H 2.555 -0.436 -1.645
H 0.033 -0.065 1.242
H -0.265 -1.473 2.178
C -0.724 -0.535 1.870
*
```

=====

Version c
Density functional theory data (ωB97M-V with the def2-TZVPD basis set) for a 2-piece molecular cluster, C4H12 overall.

Properties
- LUMO energy (hartree) = 0.0394
- frontier orbital gap (eV) = 12.11

```
! wB97M-V def2-TZVPD RIJCOSX def2/J DEFGRID3
* xyz 0 1
C -1.710 0.524 1.149
H -2.255 2.513 1.675
H 0.185 -0.600 -1.399
H 0.626 -2.260 -1.979
C -1.483 1.975 1.222
H 3.051 -0.789 -0.851
C 1.069 -1.260 -1.738
H -1.361 2.158 0.180
H -2.155 0.014 2.107
H -0.400 2.110 1.708
H -0.706 -0.137 0.958
C 2.071 -1.177 -0.593
H -2.168 0.240 0.222
H 1.448 -0.658 -2.670
H 2.101 -2.248 -0.128
H 1.686 -0.405 0.137
*
```

=====

Version d
Density functional theory data (ωB97M-V with the def2-TZVPD basis set) for a 2-piece molecular cluster, C4H12 overall.

Properties
- LUMO energy (hartree) = 0.0419
- frontier orbital gap (eV) = 12.77

```
! wB97M-V def2-TZVPD RIJCOSX def2/J DEFGRID3
* xyz 0 1
H 0.731 -1.933 0.019
H -0.407 2.449 -2.135
C 0.474 1.864 -0.189
H -1.102 -3.458 0.179
C 0.179 -1.914 0.940
H -1.616 -2.804 1.797
H 1.378 2.310 -2.099
H 0.787 -2.459 1.657
H -1.925 -1.950 0.360
C 0.484 2.622 -1.558
H 1.377 1.268 -0.103
H 0.128 -0.888 1.292
H -0.390 1.208 -0.193
C -1.167 -2.586 0.830
H 0.682 3.687 -1.417
H 0.387 2.584 0.620
*
```

=====

version d comes first in stability; the runner-up is 0.0022 hartree higher.

=====

Version a
Density functional theory data (ωB97M-V with the def2-TZVPD basis set) for a 2-piece molecular cluster, C7H10 overall.

Properties
- LUMO energy (alpha / beta) (hartree) = -0.0076 / -0.0069
- frontier orbital gap (alpha / beta) (eV) = 7.16 / 8.03

```
! wB97M-V def2-TZVPD RIJCOSX def2/J DEFGRID3
* xyz 0 1
H -2.146 -1.107 -0.619
C -0.205 1.499 0.392
H -0.153 -2.146 -1.339
H 0.871 -0.437 1.873
H 2.551 -0.209 1.304
H 2.071 -1.397 -0.753
H 1.895 1.778 0.022
C 1.234 -1.070 -0.139
C -1.312 0.494 0.606
C -1.222 -0.762 -0.159
H -2.310 0.933 0.527
C 1.503 -0.238 1.003
H -1.156 0.308 1.684
H -1.463 0.967 -2.276
C -0.061 -1.391 -0.560
C 1.065 1.196 0.406
H -1.165 1.582 -1.973
*
```

=====

Version b
Density functional theory data (ωB97M-V with the def2-TZVPD basis set) for C7H10 as an isolated structure.

Properties
- LUMO energy (alpha / beta) (hartree) = 0.0097 / 0.0099
- frontier orbital gap (alpha / beta) (eV) = 8.23 / 8.24

```
! wB97M-V def2-TZVPD RIJCOSX def2/J DEFGRID3
* xyz 0 1
H -2.591 0.342 0.982
C -1.825 -0.298 0.532
C -0.147 1.423 0.324
H 0.379 -1.791 -0.444
H -2.277 -1.207 0.123
C -0.851 0.344 -0.462
H 1.492 0.770 -3.104
H 2.096 -0.751 1.277
H 0.538 2.102 -0.182
C 1.498 -0.062 0.669
H 2.142 0.557 0.039
H 1.138 0.103 -3.062
C 0.309 0.660 1.359
C 0.276 -0.792 0.009
C -0.560 -0.610 1.311
H -0.493 -1.330 2.130
H -1.124 0.541 -1.502
*
```

=====

version a comes first in stability; the runner-up is 0.0421 hartree higher.

=====

Version a
Density functional theory data (ωB97M-V with the def2-TZVPD basis set) for an isolated molecule of C7H10.

Properties
- LUMO energy (hartree) = 0.0186
- frontier orbital gap (eV) = 8.99

```
! wB97M-V def2-TZVPD RIJCOSX def2/J DEFGRID3
* xyz 0 1
H -0.675 -1.818 2.108
H 1.437 1.395 -1.749
H -1.999 -0.896 1.517
C 1.297 0.389 -1.345
H -1.903 -2.413 0.856
H -2.041 1.502 0.936
C -0.016 1.614 0.224
H 0.961 2.184 0.273
C 0.215 0.272 -0.342
H -1.043 3.235 1.128
C -1.155 2.187 0.775
H -0.043 -1.821 -0.737
C -1.142 -1.566 1.173
C -0.269 -0.958 -0.034
H 1.912 -1.426 -0.797
H 2.530 -1.152 -2.434
C 1.935 -0.727 -1.552
*
```

=====

Version b
Density functional theory data (ωB97M-V with the def2-TZVPD basis set) for C7H10 as an isolated structure.

Properties
- LUMO energy (alpha / beta) (hartree) = 0.0058 / -0.0067
- frontier orbital gap (alpha / beta) (eV) = 7.95 / 7.51

```
! wB97M-V def2-TZVPD RIJCOSX def2/J DEFGRID3
* xyz 0 1
C -0.095 0.992 -1.229
H -0.275 0.582 -2.228
C 0.729 -1.036 0.103
C -0.739 -0.996 -0.200
H -1.446 -1.811 -0.239
H -2.211 0.276 -0.668
H 1.323 -1.907 -0.177
H 0.241 1.769 1.392
H 0.000 -1.018 2.271
C 1.059 0.463 -0.355
H 2.100 0.779 -0.480
H -0.082 2.088 -1.251
H 1.684 -0.448 2.002
C 0.236 0.787 0.915
C -0.972 0.422 -0.074
C 0.679 -0.515 1.573
H -2.232 -0.427 -1.356
*
```

=====

version a comes first in stability; the runner-up is 0.1445 hartree higher.

=====

Version a
Density functional theory data (ωB97M-V with the def2-TZVPD basis set) for an isolated molecule of C7H10.

Properties
- LUMO energy (alpha / beta) (hartree) = -0.0118 / -0.0118
- frontier orbital gap (alpha / beta) (eV) = 8.27 / 8.27

```
! wB97M-V def2-TZVPD RIJCOSX def2/J DEFGRID3
* xyz 0 1
C -1.154 -1.537 -1.899
C 0.556 0.334 -1.343
C -0.294 -0.885 -0.902
H 0.333 0.581 -2.384
H 0.780 -0.576 2.538
C -0.211 1.213 -0.356
H -0.539 2.226 -0.566
C 1.075 0.036 1.679
H 1.613 -0.612 0.979
H -2.141 -0.004 0.237
H 0.247 -1.706 -0.392
C -1.067 0.035 0.077
H 1.783 0.793 2.032
H -1.811 -2.198 -1.287
C -0.132 0.692 1.050
H -0.680 1.331 1.743
H 1.642 0.274 -1.207
*
```

=====

Version b
Density functional theory data (ωB97M-V with the def2-TZVPD basis set) for an isolated molecule of C7H10.

Properties
- LUMO energy (hartree) = 0.0453
- frontier orbital gap (eV) = 10.26

```
! wB97M-V def2-TZVPD RIJCOSX def2/J DEFGRID3
* xyz 0 1
H -0.046 2.444 -0.827
H 0.967 2.122 0.593
H -0.882 -2.381 -0.273
H -0.942 -0.315 -1.903
H -1.813 1.193 0.128
H 0.412 -2.113 1.857
C -0.442 -1.421 -0.015
H 1.829 0.035 -0.650
C -0.813 -0.472 1.125
C -0.828 0.721 0.144
C 0.453 -1.267 1.173
C 0.361 1.654 -0.186
C 0.977 0.558 -1.092
H 1.434 -0.803 1.119
H -1.577 -0.612 1.885
C -0.359 -0.229 -0.984
H 1.270 0.886 -2.093
*
```

=====

version b comes first in stability; the runner-up is 0.1021 hartree higher.

=====

Version a
Density functional theory data (ωB97M-V with the def2-TZVPD basis set) for an isolated molecule of C7H10.

Properties
- LUMO energy (hartree) = 0.0123
- frontier orbital gap (eV) = 8.45

```
! wB97M-V def2-TZVPD RIJCOSX def2/J DEFGRID3
* xyz 0 1
H 2.338 -0.391 1.831
C 0.111 -0.221 1.370
H -1.609 -2.741 -1.730
H -1.099 -1.098 -2.536
C 0.297 0.810 -0.877
C -1.398 -1.671 -1.669
H 1.611 2.033 0.368
H -1.368 -1.800 0.378
C -0.178 -0.163 -0.055
H 1.209 -0.079 3.098
H -0.672 -0.250 2.119
C 0.839 2.142 -0.384
C 1.296 -0.100 2.004
H 0.021 2.721 0.004
C -1.233 -1.112 -0.456
H 1.282 2.762 -1.171
H 0.141 0.688 -1.982
*
```

=====

Version b
Density functional theory data (ωB97M-V with the def2-TZVPD basis set) for an isolated molecule of C7H10.

Properties
- LUMO energy (hartree) = 0.0409
- frontier orbital gap (eV) = 9.78

```
! wB97M-V def2-TZVPD RIJCOSX def2/J DEFGRID3
* xyz 0 1
H 1.871 -1.333 -0.645
C 1.024 -1.146 0.035
H 0.809 -2.068 0.567
H -1.193 0.990 1.388
C 1.526 -0.012 0.906
H -0.139 -0.909 -1.839
C -1.374 0.850 0.318
C 1.195 1.113 0.280
C -0.148 -0.577 -0.794
H -0.133 1.651 -1.375
H -2.356 -0.824 -0.773
C -0.061 0.959 -0.533
H 2.341 -0.123 1.618
C -1.518 -0.637 -0.093
H -2.205 1.495 0.015
H -1.574 -1.364 0.725
H 1.890 1.925 0.180
*
```

=====

version b comes first in stability; the runner-up is 0.0516 hartree higher.

=====

Version a
Density functional theory data (ωB97M-V with the def2-TZVPD basis set) for an isolated molecule of C7H10.

Properties
- LUMO energy (hartree) = 0.0358
- frontier orbital gap (eV) = 10.33

```
! wB97M-V def2-TZVPD RIJCOSX def2/J DEFGRID3
* xyz 0 1
C 2.311 1.079 -1.024
H -4.085 0.341 1.048
H 2.198 -1.581 -1.265
C -0.919 0.324 0.428
H -3.612 -1.328 0.677
C 1.767 -1.247 -0.325
H 0.808 -1.743 -0.173
H 0.752 0.388 1.645
H -3.883 -0.175 -0.637
C 1.584 0.242 -0.306
C -3.500 -0.285 0.376
H 3.098 0.728 -1.674
H 2.163 2.148 -0.988
C 0.483 0.736 0.638
C -2.106 0.097 0.444
H 0.509 1.829 0.655
H 2.433 -1.554 0.483
*
```

=====

Version b
Density functional theory data (ωB97M-V with the def2-TZVPD basis set) for an isolated molecule of C7H10.

Properties
- LUMO energy (hartree) = 0.0001
- frontier orbital gap (eV) = 8.30

```
! wB97M-V def2-TZVPD RIJCOSX def2/J DEFGRID3
* xyz 0 1
H 1.722 1.000 -1.656
C -0.829 0.613 -0.434
C 0.995 0.206 -1.429
H 1.362 -0.702 -1.927
H -1.005 1.664 -0.148
H -2.955 0.235 -0.632
H 0.809 1.001 2.044
H 2.371 0.630 1.164
C -0.397 0.612 -1.898
H 0.000 -1.350 1.610
H -2.270 -0.276 0.928
C 1.307 0.425 1.267
H -1.969 -1.233 -0.528
C 0.541 0.103 0.022
H 1.570 -1.737 0.753
C -2.081 -0.211 -0.149
C 0.831 -0.981 1.011
*
```

=====

Version c
Density functional theory data (ωB97M-V with the def2-TZVPD basis set) for C7H10 as an isolated structure.

Properties
- LUMO energy (hartree) = 0.0377
- frontier orbital gap (eV) = 9.36

```
! wB97M-V def2-TZVPD RIJCOSX def2/J DEFGRID3
* xyz 0 1
H -1.401 -1.414 -0.931
H 1.659 -1.740 -0.964
H 2.482 -0.406 -0.123
H -0.932 2.622 0.599
C 0.322 -0.344 0.010
H -2.313 1.205 -1.060
H -0.957 -2.036 0.661
C 1.630 -1.097 -0.081
H 1.273 1.235 1.171
H 0.178 0.685 -2.079
H -0.073 0.493 2.102
C -0.991 -1.105 0.022
C -1.507 0.716 -0.484
C -0.635 1.607 0.279
C 0.289 0.758 1.101
C -0.160 0.660 -1.038
H 1.764 -1.729 0.806
*
```

=====

version a comes first in stability; the runner-up is 0.1017 hartree higher.

=====

Version a
Density functional theory data (ωB97M-V with the def2-TZVPD basis set) for an isolated molecule of C7H10.

Properties
- LUMO energy (hartree) = 0.0435
- frontier orbital gap (eV) = 10.50

```
! wB97M-V def2-TZVPD RIJCOSX def2/J DEFGRID3
* xyz 0 1
H -2.491 -0.565 0.748
C 0.604 -0.935 -0.830
H 1.044 -0.663 -1.796
C -0.476 -0.023 -0.163
C -1.517 1.012 -0.538
H -2.222 -1.001 -1.008
C 0.438 0.167 1.028
H 0.133 0.236 2.068
H -1.662 1.765 0.238
C 1.494 -0.714 0.395
H 2.111 -1.467 0.876
C 1.746 0.749 0.556
C -1.929 -0.381 -0.162
H 1.780 1.377 -0.335
H 2.448 1.033 1.336
H -1.748 1.381 -1.534
H 0.246 -1.969 -0.879
*
```

=====

Version b
Density functional theory data (ωB97M-V with the def2-TZVPD basis set) for an isolated molecule of C7H10.

Properties
- LUMO energy (hartree) = 0.0422
- frontier orbital gap (eV) = 9.75

```
! wB97M-V def2-TZVPD RIJCOSX def2/J DEFGRID3
* xyz 0 1
C -0.254 -1.178 -0.440
C 0.666 1.040 -0.523
H 0.602 1.040 -2.807
H -1.071 1.498 1.636
H -0.362 -1.350 -2.716
H 0.499 -1.116 2.290
C -0.905 0.430 1.507
C 0.343 0.513 -1.894
H 0.275 2.051 -0.348
C -0.166 -0.733 -1.844
H -1.454 -1.406 -0.511
H 1.757 1.102 -0.383
H 1.204 0.566 2.220
H -1.778 -0.186 1.710
C 0.040 0.001 0.416
H 0.158 -2.153 -0.165
C 0.447 -0.122 1.851
*
```

=====

Version c
Density functional theory data (ωB97M-V with the def2-TZVPD basis set) for C7H10 as an isolated structure.

Properties
- LUMO energy (hartree) = 0.0423
- frontier orbital gap (eV) = 8.91

```
! wB97M-V def2-TZVPD RIJCOSX def2/J DEFGRID3
* xyz 0 1
H -2.020 -0.630 1.210
H -2.042 1.102 0.875
H 2.045 -1.227 0.619
H 2.018 -0.885 -1.111
H 1.705 1.403 0.452
C 0.050 -1.243 -0.172
C 0.970 0.642 0.191
H 0.515 0.863 -1.954
C 1.456 -0.771 -0.178
C -1.452 0.189 0.775
C -0.066 0.212 1.194
C -0.940 -0.225 -0.664
H -0.491 1.919 -0.919
C 0.011 0.946 -0.981
H 0.158 0.505 2.196
H -1.690 -0.510 -1.397
H -0.228 -2.289 -0.139
*
```

=====

version b comes first in stability; the runner-up is 0.0302 hartree higher.

=====

Version a
Density functional theory data (ωB97M-V with the def2-TZVPD basis set) for an isolated molecule of C5H9NO.

Properties
- LUMO energy (hartree) = 0.0345
- frontier orbital gap (eV) = 10.52

```
! wB97M-V def2-TZVPD RIJCOSX def2/J DEFGRID3
* xyz 0 1
H 1.841 -0.262 -1.429
C 0.187 0.067 -0.067
C -0.826 -0.654 0.906
H 0.302 1.844 1.200
O -2.119 -0.394 0.321
C -1.878 0.353 -0.778
N -0.700 0.715 -1.053
H 1.582 1.717 -0.016
C 1.109 -0.861 -0.872
H -0.714 -1.740 0.972
H 0.540 -1.409 -1.632
C 0.977 1.144 0.692
H 1.641 -1.572 -0.240
H -0.835 -0.237 1.923
H -2.750 0.576 -1.379
H 1.642 0.713 1.451
*
```

=====

Version b
Density functional theory data (ωB97M-V with the def2-TZVPD basis set) for an isolated molecule of C5H9NO.

Properties
- LUMO energy (hartree) = 0.0215
- frontier orbital gap (eV) = 8.86

```
! wB97M-V def2-TZVPD RIJCOSX def2/J DEFGRID3
* xyz 0 1
N 0.889 0.271 -0.597
C -1.509 1.188 1.241
H -1.693 1.134 2.319
H 0.679 0.583 -2.649
C 1.254 -0.743 0.366
H -0.680 1.867 1.023
H 1.311 -1.034 -2.251
H -1.236 -1.708 0.149
H 1.817 -1.615 0.026
C 1.331 0.031 -1.964
O -1.943 -1.186 0.926
C -0.155 -0.620 -0.145
H 1.548 -0.371 1.348
C -1.199 -0.163 0.710
H 2.351 0.412 -2.067
H -2.424 1.572 0.774
*
```

=====

Version c
Density functional theory data (ωB97M-V with the def2-TZVPD basis set) for an isolated molecule of C5H9NO.

Properties
- LUMO energy (hartree) = 0.0297
- frontier orbital gap (eV) = 11.70

```
! wB97M-V def2-TZVPD RIJCOSX def2/J DEFGRID3
* xyz 0 1
O -0.176 -1.615 -0.814
H -2.536 -0.369 -0.786
H 2.231 -0.815 -0.727
H 2.803 0.085 0.701
N -2.237 2.436 0.682
C -0.382 -0.242 -0.545
H -1.971 -0.708 0.849
C 0.689 0.119 0.460
H 0.179 -1.918 0.051
H -0.234 0.383 -1.436
C 2.098 0.096 -0.132
C -2.090 1.331 0.371
H 0.633 -0.768 1.175
H 0.465 1.084 0.935
C -1.820 -0.055 -0.019
H 2.349 0.956 -0.764
*
```

=====

Version d
Density functional theory data (ωB97M-V with the def2-TZVPD basis set) for a 2-piece molecular cluster, C5H9NO overall.

Properties
- LUMO energy (hartree) = 0.0211
- frontier orbital gap (eV) = 9.44

```
! wB97M-V def2-TZVPD RIJCOSX def2/J DEFGRID3
* xyz 0 1
H -0.732 -2.161 1.501
C 0.525 2.072 0.045
H -0.148 0.413 1.064
N 0.219 3.017 -0.548
O -0.834 -1.920 0.567
C -1.680 -0.387 -0.904
C 0.833 0.833 0.761
H -1.025 -0.905 -1.617
C 1.674 -0.139 -0.078
H 1.334 1.069 1.704
H 1.632 -1.146 0.347
H 1.313 -0.203 -1.110
H -2.724 -0.642 -1.130
H 2.719 0.179 -0.109
C -1.502 -0.779 0.531
H -1.603 0.700 -1.024
*
```

=====

version a comes first in stability; the runner-up is 0.0115 hartree higher.